Molecular formula: C16H21CoO3
Method: DFT, the ωB97M-V functional and the def2-TZVPD basis

Total charge   +1
Total energy   -2230.47245 a.u.
HOMO (spin up / spin down)   -0.384 / -0.385 hartree
2S+1   4
Frontier orbital gap (spin up / spin down)   8.1 / 6.8 eV
<S²>   3.759

Geometry as XYZ:
```
41
Properties=species:S:1:pos:R:3:forces:R:3:nbo_charge:R:1
Co 0.1961 -0.0728 -0.3827 -0.2114 -0.0523 0.6463 1.374
C -2.9967 0.6616 -0.0997 -0.3787 0.3166 -0.2132 -0.253
O -1.8940 -0.1550 0.2628 0.6236 -0.2050 -0.0281 -0.608
C -2.0730 -0.8087 1.5112 0.2433 -0.2612 0.5116 -0.100
C -0.9334 -1.8175 1.7195 -0.7795 -0.2604 -0.1337 -0.099
O 0.3463 -1.3141 1.3761 -0.1060 0.4623 -0.5115 -0.570
C 1.0516 -0.6000 2.3776 0.5352 0.5106 0.2674 -0.098
C 0.6904 0.8879 2.4278 -0.0555 -0.4997 0.4409 -0.101
O 0.6847 1.4056 1.1049 0.0732 -0.5211 -0.1964 -0.605
C 0.4672 2.8075 1.0789 -0.0621 0.6217 -0.1344 -0.254
H -3.9065 0.0589 -0.1679 0.1021 0.0205 -0.0300 0.201
H -2.7681 1.0934 -1.0703 -0.0562 -0.0029 -0.0177 0.216
H -3.1541 1.4616 0.6301 0.0815 -0.0627 0.0090 0.187
H -3.0272 -1.3508 1.5146 0.1340 0.0491 -0.0010 0.213
H -2.1036 -0.0654 2.3207 -0.0333 -0.0411 -0.1745 0.180
H -1.0813 -2.6729 1.0537 -0.0117 0.0729 0.1451 0.225
H -0.9308 -2.1597 2.7602 -0.0532 -0.0259 -0.1554 0.209
H 2.1061 -0.7086 2.1066 -0.1276 0.0013 0.1177 0.223
H 0.8775 -1.0592 3.3565 0.0925 0.0734 -0.0942 0.210
H 1.4393 1.4185 3.0308 -0.1091 -0.1052 -0.0888 0.214
H -0.2935 1.0403 2.8925 0.1118 0.0808 -0.1083 0.181
H 1.2144 3.3158 1.6975 -0.0582 -0.0938 -0.1322 0.202
H -0.5312 3.0607 1.4512 0.0530 -0.1077 -0.0176 0.186
H 0.5638 3.1323 0.0449 0.0135 0.0142 0.0625 0.216
C -0.4639 -4.0173 -4.0076 0.3301 -0.0668 -0.2349 -0.212
C -1.2197 -3.3753 -3.0188 -0.1428 0.3408 0.3610 -0.202
C -0.7123 -2.2807 -2.3687 -0.1589 -0.2545 -0.0551 -0.241
C 0.5805 -1.7956 -2.6540 0.3131 0.0073 -0.1854 0.013
C 1.1185 -0.6697 -1.9657 0.4314 0.2016 -0.1864 -0.520
C 2.3938 -0.2421 -2.2957 -0.6828 0.0034 0.4057 -0.236
C 3.1618 -0.9062 -3.2618 -0.0082 -0.3205 -0.3753 -0.221
C 2.6497 -1.9898 -3.9282 0.3582 0.3898 0.1366 -0.152
C 1.3519 -2.4594 -3.6500 -0.3525 0.1622 0.2765 -0.106
C 0.7901 -3.5646 -4.3226 -0.2445 -0.1834 0.0059 -0.154
H -0.8816 -4.8699 -4.5210 0.0020 -0.0679 -0.0729 0.224
H -2.2083 -3.7403 -2.7793 -0.0702 -0.0113 -0.0041 0.216
H -1.3082 -1.7572 -1.6238 -0.0906 -0.0811 -0.0393 0.179
H 2.8260 0.6166 -1.7969 0.0562 0.0592 0.0497 0.201
H 4.1574 -0.5481 -3.4735 0.1106 -0.0192 -0.0964 0.222
H 3.2420 -2.4931 -4.6771 0.0590 -0.0852 -0.0928 0.219
H 1.3660 -4.0531 -5.0952 0.0686 -0.0589 -0.0561 0.219
```
Forces are in eV/Å.